# 1
Density functional theory data (the ωB97M-V functional and the def2-TZVPD basis) for C28H33Cl2FN2OSSn as an isolated structure at a distorted geometry.

The calculation puts the gap between HOMO and LUMO at 6.98 eV. As for the multiplicity: 1.

Element x y z (Å)
Sn  -9.653  -5.237  12.851
Cl  -14.028  -1.987  13.753
Cl  -9.655  -4.525  15.895
S  -11.862  -4.224  13.262
F  -8.431  -2.581  12.611
O  -10.605  -7.333  13.335
N  -9.767  -4.327  10.839
N  -10.966  -9.217  14.559
C  -8.308  -2.394  11.222
C  -12.814  -2.229  14.938
C  -13.008  -6.106  8.859
C  -12.960  -4.728  8.960
C  -8.857  -3.396  10.357
C  -11.674  -2.070  7.853
C  -10.692  -4.951  9.949
C  -8.112  -6.686  9.747
C  -10.971  -2.406  16.949
C  -10.204  -8.165  14.243
C  -8.536  -3.135  8.918
C  -10.847  -3.262  15.813
C  -7.237  -1.165  9.433
C  -11.902  -6.860  9.261
C  -12.931  -1.906  10.035
C  -11.786  -4.146  9.471
C  -11.708  -2.622  9.328
C  -8.875  -8.094  14.978
C  -12.287  -9.269  13.948
C  -12.078  -1.618  17.139
C  -10.659  -6.342  9.604
C  -10.698  -10.140  15.683
C  -7.453  -1.387  10.767
C  -9.640  -8.472  8.871
C  -12.944  -1.411  16.099
C  -7.791  -2.030  8.478
C  -9.526  -7.310  9.837
C  -11.788  -3.152  14.730
H  -9.840  -8.093  7.815
H  -12.509  -2.448  7.252
H  -12.754  -0.806  9.970
H  -7.650  -1.850  7.408
H  -8.388  -9.062  14.939
H  -8.190  -7.428  14.454
H  -10.916  -9.713  16.657
H  -13.159  -2.178  11.098
H  -6.848  -0.872  11.517
H  -11.759  -0.960  7.809
H  -13.772  -0.714  16.153
H  -12.601  -10.358  13.878
H  -13.836  -2.045  9.451
H  -7.348  -7.426  10.124
H  -12.201  -8.803  12.962
H  -8.950  -7.759  15.998
H  -10.386  -9.136  9.284
H  -11.979  -7.936  9.296
H  -10.159  -2.289  17.665
H  -8.679  -8.972  8.944
H  -11.366  -11.001  15.621
H  -12.946  -8.603  14.556
H  -8.008  -5.811  10.365
H  -9.742  -7.677  10.871
H  -7.776  -6.450  8.729
H  -12.237  -1.013  18.040
H  -10.786  -2.343  9.895
H  -8.926  -3.896  8.234
H  -13.716  -4.180  8.444
H  -6.675  -0.298  9.178
H  -10.706  -2.398  7.423
H  -13.901  -6.635  8.504
H  -9.615  -10.504  15.687

Atom charges from the natural (NBO) analysis, given in e for atoms 1 to 4: atom 1 (Sn): 1.2290, atom 2 (Cl): 0.0339, atom 3 (Cl): 0.0328, atom 4 (S): -0.3424


# 2
Density functional theory data (the ωB97M-V functional and the def2-TZVPD basis) for a 6-piece molecular cluster, C28H50N8O4 overall at a distorted geometry.

The calculation puts the gap between HOMO and LUMO at 1.70 eV. Its total charge is +2. As for the multiplicity: 1.

Element x y z (Å)
O  0.212  0.262  -1.186
O  -1.855  0.132  -0.510
O  -6.099  5.743  -3.147
O  -4.584  7.267  -2.948
N  -2.720  -5.628  -1.381
N  3.378  -0.580  5.260
N  4.561  1.645  -5.116
N  -3.188  0.205  3.694
N  3.416  -1.212  3.115
N  3.569  2.434  -6.975
N  -1.197  -4.870  -2.811
N  -3.168  2.366  4.108
C  3.181  0.154  3.163
C  -4.197  0.813  3.006
C  -5.080  6.266  -2.534
C  -3.818  -6.461  0.792
C  4.936  1.834  -2.658
C  2.642  1.725  -6.168
C  -1.967  -6.711  -1.804
C  -2.853  -1.197  3.635
C  -2.484  1.161  4.377
C  -2.171  -4.509  -1.962
C  -2.848  3.569  4.799
C  -3.899  -5.589  -0.503
C  5.526  1.487  -4.071
C  3.318  3.074  -8.267
C  3.702  -0.621  6.643
C  3.086  0.575  4.470
C  3.480  -2.040  1.921
C  3.250  1.167  -5.143
C  -0.964  -6.226  -2.648
C  -0.812  0.787  -0.624
C  -0.290  -3.902  -3.501
C  -0.776  2.167  0.079
C  3.560  -1.648  4.374
C  -2.468  4.689  3.963
C  2.099  -2.692  1.871
C  -4.225  2.093  3.331
C  -4.591  5.589  -1.309
C  4.762  2.221  -6.373
H  -4.747  -6.997  0.988
H  3.746  4.076  -8.280
H  4.748  -0.821  6.875
H  5.660  2.702  -6.731
H  5.804  0.439  -4.189
H  -0.296  2.858  -0.614
H  4.061  1.213  -2.461
H  2.250  3.146  -8.473
H  4.364  -2.677  1.899
H  1.965  -3.407  2.683
H  5.626  1.616  -1.843
H  -4.128  -4.565  -0.208
H  -0.080  -6.639  -3.113
H  -3.504  5.523  -1.324
H  -4.775  -5.822  -1.108
H  -3.624  -5.829  1.658
H  -1.796  -1.348  3.856
H  -4.891  4.545  -1.213
H  0.608  -3.861  -2.883
H  -2.524  -3.510  -1.754
H  3.706  2.474  -9.090
H  -3.183  4.794  3.146
H  2.919  1.520  4.965
H  -1.754  2.494  0.434
H  -4.898  2.918  3.145
H  1.714  -3.093  0.933
H  -2.345  5.676  4.408
H  3.058  0.687  2.232
H  -0.006  2.171  0.851
H  1.645  1.602  -6.565
H  -1.737  0.990  5.139
H  6.304  2.225  -4.267
H  -2.030  3.335  5.480
H  -0.657  -2.886  -3.355
H  1.313  -1.944  1.978
H  3.452  0.353  7.062
H  3.765  -2.670  4.655
H  -3.043  -1.528  2.614
H  -3.576  3.855  5.559
H  4.650  2.879  -2.544
H  3.513  -1.365  1.066
H  -4.826  0.166  2.412
H  -3.021  -7.204  0.753
H  -1.417  4.713  3.673
H  -2.072  -7.741  -1.498
H  2.784  0.520  -4.414
H  -4.790  6.181  -0.416
H  3.169  -1.428  7.147
H  -0.042  -4.101  -4.544
H  -3.483  -1.776  4.310

Atom charges from the Mulliken analysis, given in e for atoms 1 to 4: atom 1 (O): -0.7578, atom 2 (O): -0.6956, atom 3 (O): -0.7889, atom 4 (O): -0.6760


# 3
Density functional theory data (the ωB97M-V functional and the def2-TZVPD basis) for one molecule with the formula C6H12O.

The calculation puts the gap between HOMO and LUMO at 10.60 eV. As for the multiplicity: 1. As for the structure (SMILES): C[C@@H]1OCC[C@@H]1C.

Element x y z (Å)
O  0.629  -1.671  -0.540
C  1.739  -0.781  -0.474
C  1.175  0.652  -0.410
C  -0.534  -0.955  -0.141
C  -0.699  -1.027  1.378
C  -0.311  0.451  -0.713
C  -1.232  1.557  -0.211
H  -1.190  1.656  0.880
H  -1.386  -1.438  -0.627
H  2.353  -1.015  0.405
H  2.349  -0.950  -1.367
H  0.117  -0.501  1.890
H  -1.647  -0.580  1.698
H  -2.276  1.372  -0.494
H  1.656  1.325  -1.123
H  -0.429  0.367  -1.803
H  -0.681  -2.075  1.701
H  1.307  1.086  0.589
H  -0.942  2.525  -0.638

Atom charges from the natural (NBO) analysis, given in e for atoms 1 to 4: atom 1 (O): -0.5293, atom 2 (C): -0.0744, atom 3 (C): -0.4369, atom 4 (C): 0.0995


# 4
Density functional theory data (the ωB97M-V functional and the def2-TZVPD basis) for one molecule with the formula C24H43N3O2.

The calculation puts the gap between HOMO and LUMO at 8.81 eV. As for the multiplicity: 1. As for the structure (SMILES): CC(C)=CCC[C@@H](C)CN1CCC(N2CCC(C(=O)N3CCOCC3)CC2)CC1.

Element x y z (Å)
O  -5.578  1.449  0.688
O  -9.279  -1.340  0.331
N  2.200  1.254  0.549
N  -6.567  -0.539  0.419
N  -1.962  0.653  -0.439
C  5.103  1.155  0.627
C  5.995  -1.997  0.282
C  -2.900  1.744  -0.657
C  7.197  -1.248  0.775
C  0.181  1.746  -0.824
C  0.038  0.051  0.970
C  -5.661  0.410  0.060
C  -4.761  0.087  -1.128
C  -8.420  -1.582  -0.757
C  -3.728  -0.986  -0.763
C  8.347  -1.057  -1.439
C  2.936  0.316  -0.281
C  4.979  -1.130  -0.478
C  4.259  -0.092  0.390
C  8.225  -0.838  0.040
C  1.345  0.632  1.537
C  -4.009  1.328  -1.617
C  9.370  -0.081  0.646
C  1.463  2.270  -0.170
C  -8.898  -0.171  1.026
C  -0.750  1.135  0.233
C  -6.961  -1.731  -0.298
C  -7.460  -0.276  1.534
C  -2.671  -0.440  0.197
H  -8.987  0.704  0.364
H  -4.205  -1.854  -0.305
H  5.481  -0.620  -1.302
H  2.351  -0.587  -0.510
H  -3.351  2.073  0.293
H  9.370  -1.330  -1.694
H  -8.487  -0.754  -1.481
H  -0.539  -0.352  1.803
H  9.491  0.880  0.146
H  -1.012  1.916  0.972
H  -6.325  -1.916  -1.160
H  1.906  -0.158  2.039
H  5.391  1.600  -0.324
H  0.268  -0.763  0.279
H  1.097  1.396  2.282
H  -4.705  2.160  -1.733
H  7.209  -1.037  1.837
H  4.519  1.882  1.185
H  1.200  3.053  0.551
H  -0.313  2.563  -1.349
H  -2.368  2.592  -1.091
H  9.211  0.096  1.707
H  4.233  -1.803  -0.910
H  5.490  -2.461  1.131
H  -1.975  -1.248  0.419
H  -3.566  1.101  -2.589
H  -7.382  -1.101  2.251
H  -8.771  -2.502  -1.226
H  4.026  -0.546  1.359
H  6.005  0.918  1.181
H  -3.158  -0.125  1.139
H  6.315  -2.801  -0.387
H  10.300  -0.637  0.523
H  -7.148  0.656  2.005
H  2.120  2.713  -0.922
H  0.424  0.975  -1.558
H  -3.224  -1.307  -1.677
H  -5.392  -0.271  -1.949
H  3.172  0.804  -1.230
H  -6.891  -2.586  0.385
H  7.679  -1.837  -1.790
H  8.108  -0.136  -1.972
H  -9.598  -0.070  1.856

Atom charges from the natural (NBO) analysis, given in e for atoms 1 to 4: atom 1 (O): -0.6433, atom 2 (O): -0.5218, atom 3 (N): -0.4618, atom 4 (N): -0.4499


In order of appearance, LUMO = 0.0058; -0.1853; 0.0397; 0.0270 Eh.